This record from the OMol25 dataset describes a molecular structure, C53H58As2BiN2O13P2. The level of theory is ωB97M-V with the def2-TZVPD basis set.

Its charge is +3. As for the LUMO energy: -7.34 eV. The value obtained for the relative energy (zero: lowest compared OMol25 entry of this formula, charge and spin) is 45.7 kcal/mol. As for the HOMO energy: -14.67 eV.

Element x y z (Å)
Bi 0.86549 0.35905 0.71301
O 4.00326 -0.97460 0.79299
C 3.90718 -2.28896 1.18258
C 4.57376 -3.36427 0.62193
C 4.35652 -4.63028 1.15024
C 3.48953 -4.82146 2.21675
C 2.79850 -3.74680 2.75122
C 2.99885 -2.47518 2.22678
P 2.15092 -0.97508 2.76620
C 3.32689 0.02034 3.71763
C 4.54963 -0.49627 4.13550
C 5.37405 0.27683 4.94035
C 4.98979 1.55493 5.32013
C 3.76658 2.06758 4.90554
C 2.93316 1.30022 4.10886
C 1.00641 -1.59964 4.04600
C -0.17366 -2.44454 3.61906
C -1.01795 -3.07517 4.78653
C -0.53849 -2.80020 6.17340
C 0.49317 -1.99865 6.41658
C 1.27523 -1.39838 5.34232
C 4.93469 -0.56910 -0.14092
C 6.28555 -0.86116 -0.05177
C 7.13680 -0.40874 -1.04671
C 6.64799 0.32800 -2.11940
C 5.30458 0.64866 -2.18290
C 4.44248 0.20728 -1.18104
P 2.68233 0.66433 -1.24840
C 2.13039 -0.27419 -2.69812
C 2.05170 -1.65784 -2.51416
C 1.68631 -2.48028 -3.56551
C 1.41360 -1.92438 -4.80963
C 1.53145 -0.55537 -5.00009
C 1.88935 0.27667 -3.94939
C 2.72317 2.45133 -1.52702
C 3.77087 3.18558 -0.96681
C 3.81730 4.55847 -1.13567
C 2.82330 5.20434 -1.85931
C 1.76808 4.47740 -2.39229
C 1.70236 3.10307 -2.21689
H 5.25012 -3.22892 -0.21003
H 4.88172 -5.47406 0.72385
H 3.35016 -5.81137 2.62857
H 2.12314 -3.89163 3.58488
H 4.84914 -1.49756 3.85170
H 6.31554 -0.12905 5.28565
H 5.63597 2.14738 5.95346
H 3.46485 3.05879 5.21808
H 1.95810 1.66725 3.80793
H 0.14651 -3.16282 2.86012
H -1.19987 -4.14443 4.66603
H -1.07146 -3.28731 6.98119
H 0.81341 -1.81507 7.43336
H 2.12346 -0.79334 5.63853
H 6.66938 -1.42978 0.78522
H 8.19285 -0.63394 -0.98689
H 7.31678 0.65839 -2.90194
H 4.91877 1.23986 -3.00426
H 2.34215 -2.09547 -1.56068
H 1.62569 -3.55139 -3.42351
H 1.13835 -2.56398 -5.63745
H 1.34805 -0.12935 -5.97759
H 1.99130 1.33974 -4.11688
H 4.55072 2.68688 -0.40565
H 4.63635 5.12340 -0.71120
H 2.88137 6.27306 -2.01668
H 0.99773 4.98681 -2.95742
H 0.87356 2.53746 -2.62234
O -0.85776 2.21737 2.76403
H -1.68319 2.20262 2.24733
H -1.02645 2.84314 3.47946
O 1.80644 2.74264 1.46489
H 0.91655 3.04491 1.71809
H 2.43746 3.19002 2.04124
O 0.22549 -1.58164 0.19058
H 0.58947 -1.93569 -0.63234
H -1.61458 -2.31905 1.10122
O -0.84469 2.86176 -0.29362
H -0.61080 3.73516 -0.63580
H -1.70528 2.95280 0.14600
N -3.31769 -2.96726 3.67518
C -2.24564 -2.22717 4.34328
C -1.42214 -1.67085 3.15464
N -2.08981 -2.28476 2.00436
C -3.12632 -2.99408 2.37628
H -4.11297 -3.36466 4.14938
H -2.63680 -1.53831 5.08810
H -1.32656 -0.58846 3.03635
H -3.77250 -3.51144 1.67274
C -2.52808 3.99804 -3.78912
O -1.56162 2.93903 -3.68597
C -1.74640 1.79945 -3.04643
O -0.77574 1.07051 -2.90484
C -3.01763 1.36465 -2.41236
C -4.26427 1.46787 -2.86716
As -6.01996 1.34276 -1.84167
C -7.25424 0.60251 -3.16168
C -5.14441 -0.16253 -0.93969
C -4.12633 0.26800 -0.15511
As -2.30289 0.19048 -0.89665
C -2.27534 -1.44411 -1.98933
C -4.24456 1.46759 0.70575
O -3.26216 2.09412 1.10719
O -5.46317 1.73176 1.12151
C -5.64709 2.87224 1.97927
C -5.14650 -1.57301 -1.40445
O -4.80009 -2.48772 -0.68568
O -5.61299 -1.74520 -2.62900
C -5.74926 -3.10251 -3.08964
C -4.71278 2.11793 -4.14245
O -5.43786 3.07675 -4.06898
O -4.37867 1.60278 -5.31950
C -3.65463 0.37032 -5.41852
H -3.11758 3.89351 -4.69661
H -1.95089 4.91548 -3.86021
H -3.18516 4.03712 -2.92183
H -7.80162 1.45006 -3.57111
H -7.96381 -0.04441 -2.64673
H -6.78543 0.05188 -3.97133
H -3.05775 -1.44567 -2.74502
H -2.36639 -2.34319 -1.38160
H -1.31280 -1.45005 -2.49921
H -6.69862 2.88014 2.24262
H -5.38728 3.78647 1.44805
H -5.03083 2.78067 2.87142
H -6.31110 -3.05223 -4.01633
H -6.28193 -3.70074 -2.35382
H -4.76754 -3.54165 -3.26486
H -3.65467 0.11728 -6.47388
H -4.15152 -0.42238 -4.85575
H -2.62556 0.47585 -5.07432

Cartesian forces, eV/Å:
Bi -0.566 0.070 0.040
O 0.222 -0.163 0.061
C -0.192 -0.213 0.134
C 0.065 0.107 -0.153
C -0.039 0.067 0.032
C -0.041 -0.144 0.055
C 0.031 0.029 -0.031
C 0.005 0.459 -0.244
P 0.218 -0.382 0.979
C -0.061 0.063 -0.281
C -0.054 0.031 -0.061
C 0.087 -0.038 0.049
C -0.024 -0.034 -0.010
C -0.014 0.046 0.025
C -0.039 -0.095 -0.040
C -0.148 0.044 -0.221
C 0.248 0.017 0.127
C 0.113 -0.054 0.000
C -0.079 -0.021 -0.044
C -0.067 -0.110 0.216
C 0.019 0.160 -0.155
C 0.033 0.134 -0.382
C 0.026 -0.050 0.186
C -0.021 0.014 -0.005
C -0.013 0.025 -0.084
C -0.017 0.028 0.005
C -0.268 -0.136 0.550
P 0.728 0.206 -0.921
C -0.121 0.072 0.188
C 0.021 0.034 0.029
C -0.037 -0.066 0.022
C 0.026 0.056 0.001
C -0.008 -0.042 -0.075
C 0.031 0.048 0.049
C -0.071 -0.136 -0.014
C -0.035 -0.035 -0.011
C 0.016 -0.003 0.024
C 0.036 -0.017 -0.003
C -0.063 0.066 0.006
C -0.008 -0.089 0.021
H 0.021 -0.004 0.014
H 0.001 -0.007 0.002
H 0.006 0.004 0.005
H 0.063 -0.027 -0.001
H 0.016 0.002 0.005
H 0.013 0.017 -0.023
H 0.013 0.003 -0.011
H -0.022 -0.009 0.009
H 0.018 0.070 0.051
H -0.093 -0.003 0.031
H -0.025 0.009 -0.070
H 0.010 0.046 0.045
H -0.005 0.004 -0.002
H -0.024 -0.039 -0.027
H -0.019 -0.013 -0.006
H 0.001 -0.011 0.013
H 0.006 0.007 0.010
H 0.041 0.018 -0.009
H -0.012 -0.048 -0.018
H 0.038 0.004 0.002
H -0.010 0.004 0.001
H 0.016 0.006 0.005
H -0.058 -0.016 0.000
H 0.040 0.030 -0.025
H 0.005 0.004 -0.017
H -0.028 0.006 0.017
H -0.005 -0.040 -0.026
H -0.043 0.040 -0.035
O -0.017 0.011 -0.050
H -0.001 0.008 0.039
H -0.011 -0.097 0.028
O -0.151 0.021 0.045
H 0.092 0.041 0.036
H 0.012 -0.002 -0.048
O 0.063 -0.190 0.135
H -0.127 -0.015 0.049
H -0.268 0.098 -0.009
O 0.102 0.283 -0.014
H 0.004 -0.078 0.080
H 0.005 -0.046 -0.082
N -0.078 0.034 0.046
C 0.120 -0.055 0.084
C 0.016 0.110 -0.087
N 0.390 0.023 -0.228
C -0.213 0.046 -0.230
H -0.053 -0.080 -0.092
H 0.003 0.042 -0.071
H -0.055 -0.013 -0.007
H 0.069 0.036 0.065
C -0.175 0.251 -0.014
O 0.031 0.026 -0.080
C 0.303 -0.053 -0.123
O -0.101 -0.023 -0.090
C 0.053 -0.140 0.190
C -0.203 0.208 0.003
As 0.166 -0.048 0.244
C -0.007 0.017 -0.130
C -0.020 0.094 0.174
C -0.259 -0.053 -0.150
As -0.309 -0.370 -0.150
C 0.021 -0.062 -0.012
C 0.211 0.280 0.260
O -0.032 0.088 -0.115
O -0.072 -0.230 0.025
C 0.042 0.187 0.086
C 0.237 -0.540 0.149
O -0.008 0.139 0.101
O -0.106 0.200 -0.247
C 0.016 -0.225 0.021
C -0.056 0.132 0.002
O 0.025 -0.101 -0.092
O 0.065 0.066 -0.050
C 0.069 -0.197 0.038
H 0.095 -0.045 0.009
H 0.029 -0.024 0.052
H 0.051 -0.059 0.012
H 0.043 0.037 0.041
H 0.066 -0.022 0.049
H 0.063 -0.035 0.057
H -0.006 0.010 0.006
H -0.018 0.070 0.065
H 0.034 0.092 0.040
H -0.002 -0.057 -0.032
H 0.015 -0.042 -0.025
H -0.007 -0.035 -0.022
H 0.012 0.064 0.006
H -0.002 0.049 0.004
H 0.004 0.046 0.026
H -0.026 0.033 0.002
H -0.021 0.049 0.009
H -0.021 0.039 -0.030

---

This record from the OMol25 dataset describes a molecular structure, C4H11CaClNO3Tl. The level of theory is ωB97M-V with the def2-TZVPD basis set.

Its charge is -2. As for the LUMO energy (spin up / spin down): 5.13 / 4.99 eV. The value obtained for the relative energy (zero: lowest compared OMol25 entry of this formula, charge and spin) is 28.3 kcal/mol. As for the HOMO energy (spin up / spin down): 1.22 / -1.74 eV.

Element x y z (Å)
Tl 1.68387 -0.89232 -3.61557
Cl 2.48033 -2.71673 -2.25070
C 2.54113 1.04488 -3.40594
C -0.28312 -1.10212 -4.43675
H 2.43156 1.56842 -4.36588
H 2.01014 1.57211 -2.58862
H 3.60306 0.89655 -3.17624
H -0.33401 -0.48780 -5.35061
H -1.00182 -0.76032 -3.66975
H -0.41359 -2.16795 -4.67887
Ca -0.25505 0.31171 0.64214
C -2.07931 -1.17361 1.13360
C -1.22148 1.94116 -0.69421
H -3.02179 -0.89784 0.63519
H -1.78396 -2.15527 0.73839
H -2.31245 -1.30216 2.19950
H -2.18731 1.88933 -1.26314
H -0.80726 2.93348 -1.00857
O 0.60474 -0.81895 4.04291
N 0.26373 0.36434 3.90440
O -0.32562 1.03984 4.74225
O 0.54440 0.98234 2.71558

Cartesian forces, eV/Å:
Tl 0.587 -0.143 -2.018
Cl 0.266 -0.880 1.133
C 0.521 1.106 0.859
C -1.186 -0.388 0.042
H -0.032 -0.153 0.375
H 0.444 0.110 -0.417
H -0.270 0.345 0.019
H -0.034 -0.237 0.434
H -0.037 -0.209 -0.543
H -0.238 0.483 0.059
Ca 0.062 -0.364 0.818
C -0.150 -0.120 -0.009
C -0.353 1.157 -1.197
H 0.096 -0.009 -0.028
H -0.147 -0.222 0.056
H 0.061 -0.076 0.001
H 0.447 -0.103 0.394
H -0.143 -0.334 0.178
O -0.326 1.292 0.076
N 0.311 0.756 -2.233
O 0.464 -0.688 -0.124
O -0.343 -1.323 2.123

---

This record from the OMol25 dataset describes a molecular structure, C26H23CoN3OS4. The level of theory is ωB97M-V with the def2-TZVPD basis set.

Its spin multiplicity is 2. Its charge is -2. As for the LUMO energy (spin up / spin down): 4.57 / 4.57 eV. As for the HOMO energy (spin up / spin down): -0.82 / -0.82 eV.

Element x y z (Å)
Co 0.27422 -0.23945 0.74938
S 1.25205 -2.25587 0.66661
C 1.86853 -2.63198 -0.95511
C 3.22969 -2.98603 -1.01088
C 3.85696 -3.40350 -2.16963
C 3.14131 -3.48468 -3.35873
C 1.80341 -3.12960 -3.33814
C 1.16827 -2.69292 -2.17293
S -0.54089 -2.24304 -2.29873
C -0.42997 -0.63566 -3.15493
C -1.55855 0.21047 -2.64144
C -2.84247 0.14068 -3.16741
C -3.84142 0.89206 -2.56881
C -3.54198 1.67023 -1.47024
C -2.22800 1.66642 -1.00043
C -1.86239 2.45225 0.23616
S -0.23210 2.13373 0.94359
C 0.78880 2.95802 -0.24778
C 0.64472 4.33456 -0.41588
C 1.40826 5.02842 -1.33700
C 2.34751 4.31216 -2.08077
C 2.51384 2.95790 -1.88579
C 1.74941 2.22533 -0.95010
S 2.03761 0.53566 -0.70289
N -1.27242 0.97882 -1.59398
H 3.79420 -2.90156 -0.09090
H 4.91316 -3.65020 -2.14595
H 3.61222 -3.81540 -4.27677
H 1.20965 -3.19249 -4.24320
H -0.48854 -0.76423 -4.23772
H 0.51540 -0.17299 -2.86999
H -3.05183 -0.51345 -4.00463
H -4.85883 0.83939 -2.93871
H -4.30879 2.23874 -0.95904
H -2.56820 2.23441 1.03950
H -1.94177 3.51981 0.01364
H -0.08057 4.86045 0.19615
H 1.28441 6.09638 -1.46687
H 2.96404 4.82309 -2.81341
H 3.25569 2.41156 -2.45675
C -1.22876 -1.59708 3.59990
C -0.08604 -0.65966 3.84624
C 0.38105 -0.27404 5.08987
C 1.50742 0.55831 4.85091
C 1.65317 0.61760 3.47740
C 2.70869 1.37276 2.72886
N 0.68102 -0.11718 2.84929
H -1.47248 -2.10223 4.53987
H -0.97953 -2.35369 2.85293
H -2.12931 -1.09694 3.23931
H -0.03416 -0.58118 6.04120
H 2.14761 1.04028 5.57881
H 3.68363 1.24790 3.21146
H 2.50953 2.45166 2.68669
H 2.80292 1.02111 1.70288
O -3.93054 -1.43216 0.45862
C -2.77078 -1.09919 0.58521
N -1.65507 -0.75671 0.71476

Cartesian forces, eV/Å:
Co 0.453 0.852 -0.041
S 0.068 -0.638 -0.465
C 0.098 -0.055 0.455
C 0.155 -0.095 -0.040
C -0.017 0.061 0.096
C -0.085 0.023 0.015
C 0.000 0.017 -0.029
C 0.049 0.059 -0.144
S -0.161 -0.148 0.194
C 0.000 0.144 -0.060
C 0.002 0.084 -0.014
C 0.047 -0.040 -0.007
C -0.121 -0.070 -0.094
C 0.128 0.028 0.110
C -0.067 -0.044 -0.021
C -0.132 0.133 -0.017
S -0.200 -0.254 0.063
C -0.165 0.233 0.063
C -0.013 -0.068 0.007
C 0.032 -0.094 -0.020
C 0.007 0.081 -0.016
C 0.055 -0.162 0.028
C 0.192 0.088 -0.187
S -0.174 -0.091 0.012
N 0.157 0.070 -0.076
H -0.003 -0.016 0.000
H 0.000 -0.015 0.000
H -0.003 0.002 -0.017
H 0.007 0.011 -0.014
H 0.006 -0.034 0.010
H -0.019 -0.032 0.009
H -0.009 0.008 -0.005
H 0.002 0.014 -0.009
H 0.000 -0.011 0.022
H -0.024 -0.085 -0.043
H 0.020 0.003 0.089
H 0.002 0.008 -0.002
H 0.005 0.007 -0.004
H -0.009 0.001 0.002
H 0.001 0.016 -0.012
C -0.007 -0.054 0.034
C -0.020 -0.104 -0.093
C 0.120 0.122 0.010
C -0.111 -0.110 0.068
C -0.031 0.043 -0.175
C 0.067 0.071 -0.003
N -0.067 -0.028 0.201
H -0.012 -0.017 -0.011
H 0.015 0.014 0.008
H 0.015 0.034 0.010
H 0.013 -0.005 0.015
H 0.010 -0.003 0.008
H -0.006 0.025 0.008
H -0.049 -0.006 -0.006
H -0.010 -0.057 0.019
O 0.057 0.017 0.003
C -0.273 -0.051 -0.036
N 0.006 0.118 0.102